1.
74
Properties=species:S:1:pos:R:3:forces:R:3:lowdin_charge:R:1 method="wB97M-V/def2-TZVPD" total_charge=+1 lumo_ev="-4.8410 / -3.6848" homo_energy_ev="-9.5 / -9.4" orbital_gap_ev="4.66 / 5.67" relative_energy_kj_mol=185.0 total_energy_ha=-2769.236706
Y 0.28481 -0.49959 -0.26930 -1.710 -1.427 1.815 1.4409
C -2.83595 1.68938 1.72593 1.299 0.768 2.584 -0.1938
C -3.31386 0.48088 1.15524 0.038 -2.785 0.784 -0.2175
C -2.60608 0.03262 3.28935 -0.046 0.554 0.258 -0.1631
C -2.37797 1.40605 3.03710 -0.642 0.649 -1.728 -0.2088
C -3.18033 -0.53872 2.12633 -0.381 0.858 -2.291 -0.2127
C -2.82812 3.01353 1.06823 -0.035 0.312 0.016 -0.0557
H -2.65872 2.91016 -0.00689 0.037 0.204 0.054 0.0369
H -2.06488 3.66147 1.50892 -0.072 -0.081 -0.228 0.0561
H -3.78142 3.53684 1.18865 -0.082 -0.068 -0.034 0.1004
C -1.80891 2.35964 4.00200 0.311 0.159 0.499 -0.0329
H -1.59869 3.31397 3.52905 0.095 0.160 0.040 0.0680
H -0.88233 1.95672 4.42032 -0.052 0.194 0.043 0.0678
H -2.48945 2.54867 4.83558 -0.009 0.052 0.046 0.0910
C -2.32605 -0.66386 4.55407 0.062 -0.206 0.064 -0.0036
H -2.88249 -0.23622 5.38821 -0.066 0.123 0.042 0.1032
H -1.26160 -0.56499 4.77184 -0.215 -0.046 0.146 0.0676
H -2.57538 -1.71747 4.48596 -0.049 -0.134 0.103 0.0728
C -3.56318 -1.95360 1.94953 -0.130 -0.457 0.129 -0.0444
H -4.62283 -2.14578 2.15279 0.044 0.053 -0.045 0.0944
H -2.99740 -2.57443 2.64853 -0.020 -0.163 -0.266 0.0711
H -3.36940 -2.27281 0.92116 -0.027 -0.214 0.088 0.0598
C -3.86457 0.31854 -0.20928 -0.329 0.009 -0.344 -0.0421
H -4.95716 0.43948 -0.24311 0.156 -0.002 0.023 0.1002
H -3.65934 -0.68938 -0.58757 -0.048 0.135 -0.146 0.0659
H -3.45656 1.07348 -0.89269 -0.049 -0.210 -0.055 0.0587
C 3.02781 0.43881 -2.35445 -1.925 3.157 -1.686 -0.1379
C 2.13666 1.23097 -3.07958 2.115 -0.991 0.252 -0.1594
C 1.38399 0.76918 -4.29769 0.010 0.004 -0.652 -0.1893
C 0.94724 -0.71854 -4.10395 0.572 0.242 0.041 -0.1854
C 0.58869 -1.05609 -2.60595 0.114 0.538 -0.258 -0.3957
C 1.27310 -2.39574 -2.29063 1.489 -1.506 -0.922 -0.4839
C 2.84756 -2.17373 -2.08847 0.093 -0.693 0.151 -0.2010
C 3.54559 -0.91727 -2.65701 0.884 -0.046 0.099 -0.1903
H 2.15474 0.87206 -5.09905 -0.569 -0.453 0.128 0.1291
H 1.87690 -1.25127 -4.37142 -0.679 -0.221 0.236 0.0896
H 0.55803 1.43062 -4.68180 0.665 -0.414 0.932 0.1179
H 3.75435 -0.91897 -3.73013 -0.109 -0.542 0.039 0.1197
H 3.54514 0.98386 -1.57194 0.061 -0.087 0.100 0.0989
H 2.04172 2.30204 -2.87610 0.239 -0.430 0.349 0.0878
H 4.53352 -0.86060 -2.15713 -0.264 -0.553 -0.472 0.1258
H 3.18120 -2.19655 -1.03434 -0.715 0.202 0.118 0.0788
H 1.21787 -3.02202 -3.26100 -0.225 0.157 1.701 0.1325
H 3.36449 -3.09605 -2.44800 -0.352 0.723 -0.126 0.1245
H 0.20356 -1.05930 -4.87726 0.407 0.449 0.946 0.1296
H -0.51144 -0.97217 -2.53317 -0.569 -0.933 0.068 0.0524
P 0.42752 3.00669 -0.31492 0.365 -0.353 -1.226 0.9509
C 2.04899 4.01040 -0.44648 -0.801 0.479 -0.381 -0.2379
C -0.43871 2.51348 -2.03143 0.083 0.129 0.610 -0.2192
P 0.65266 -3.23442 -0.65858 0.353 2.250 0.226 0.8471
C 1.39782 1.56475 -0.17483 0.558 -0.868 -1.197 -0.4987
C -0.78908 -4.13631 -1.13692 -0.507 -0.210 -0.106 -0.2826
C 1.75379 -4.23253 0.45077 0.179 0.159 -0.165 -0.2334
H 2.58977 3.67284 0.45215 -0.230 0.482 -0.307 0.0035
H 1.77282 5.07219 -0.39425 0.475 -0.257 -0.035 0.0387
H 2.64954 3.76723 -1.34109 -0.404 0.182 0.401 0.0465
H -0.13030 1.53970 -2.48123 0.133 0.682 0.613 0.0004
H -0.25417 3.28507 -2.79372 -0.156 -0.165 0.306 0.0547
H -1.52365 2.42232 -1.85509 0.374 0.424 0.026 0.0108
H 2.59422 -4.65180 -0.13173 -0.336 -0.029 0.614 0.0517
H 1.17545 -5.00699 0.99879 0.209 0.258 -0.804 0.0626
H 2.09688 -3.55632 1.26203 0.103 -0.282 -0.755 0.0339
H 2.40217 1.66365 0.28039 -0.908 -0.457 -0.249 -0.0122
H 1.36296 0.90958 -1.15903 0.942 1.706 1.112 -0.0335
H -1.36920 -4.45731 -0.26639 0.255 -0.303 -0.225 0.0559
H -0.38628 -4.92872 -1.75377 -0.694 -0.617 -0.176 0.0521
H -1.43614 -3.46971 -1.71683 0.188 -0.204 -0.137 0.0486
Cl 3.54794 -0.43056 1.82643 -0.394 0.632 0.378 0.5884
C 2.50937 0.44849 3.03105 -0.393 -0.534 0.066 -0.9128
Cl 2.39111 2.21023 2.80946 0.550 -0.104 0.101 0.6808
C 1.04136 -0.03426 3.02447 -0.771 -0.748 0.909 -0.6924
O 0.48999 0.08498 4.11782 0.902 -0.148 -1.769 0.0335
O 0.54061 -0.54607 1.93046 0.474 0.627 0.153 -0.2448
H 2.88967 0.23955 4.04158 0.132 0.230 -0.626 0.0835


2.
79
Properties=species:S:1:pos:R:3:forces:R:3:lowdin_charge:R:1 method="wB97M-V/def2-TZVPD" total_charge=-1 lumo_ev=2.6141 homo_energy_ev=-0.9 orbital_gap_ev=3.50 relative_energy_kj_mol=48.1 total_energy_ha=-3307.051158
C 3.36444 3.19590 -1.67494 0.049 0.558 -0.276 -0.0689
C 3.37629 2.59622 -0.30368 0.201 -0.405 0.861 -0.2211
H 4.07212 4.03073 -1.74779 -0.119 -0.164 -0.073 0.0593
H 2.36863 3.57563 -1.95354 0.354 -0.251 0.102 0.0227
H 3.66078 2.44758 -2.43157 -0.242 0.181 0.322 0.0916
C 4.01572 3.14196 0.74667 -0.082 -0.503 -0.723 -0.1340
C 4.70751 4.45604 0.70831 0.234 0.539 0.061 -0.1248
H 4.12658 2.59455 1.68228 -0.150 0.127 -0.336 0.0880
H 4.25451 5.13543 -0.02559 0.204 -0.068 0.266 0.0633
H 5.77479 4.34690 0.47023 -0.082 0.100 -0.006 0.0722
H 4.65203 4.91898 1.69983 0.040 0.150 -0.141 0.0609
Sn -0.41857 0.28618 -0.60368 1.281 0.812 1.013 0.6421
Cl 0.92588 -0.93512 -2.21967 1.383 -1.644 -1.757 -0.0338
Cl -2.49179 1.15332 -1.49871 -3.301 1.299 -1.500 0.0186
H -4.94442 -3.23734 -0.77570 0.165 0.158 0.043 0.0834
H -4.16414 -3.64679 -3.37908 0.071 0.003 0.006 0.0807
C -4.62461 -2.20191 -0.97462 0.214 0.011 -0.335 -0.0407
C -3.91995 -2.57915 -3.32737 0.059 0.060 0.224 -0.0590
N -3.55304 -2.18774 -1.97422 -0.985 -0.321 -0.450 -0.1827
H -4.27640 -1.72483 -0.05437 -0.025 -0.089 -0.299 0.0890
C -2.29289 -1.87722 -1.68107 0.835 0.996 2.424 -0.3853
O -1.92814 -1.49276 -0.53233 -1.333 -2.610 -2.189 -0.2453
H -3.08960 -2.36364 -4.00696 -0.185 -0.043 0.117 0.0853
H -1.56951 -1.91884 -2.51689 -0.257 -0.032 0.238 0.0900
H -5.49709 -1.66879 -1.37972 0.297 0.021 0.165 0.0859
H -4.80816 -2.02798 -3.65383 0.175 0.068 0.019 0.0844
H 0.53249 3.77241 0.06788 -0.345 -0.040 0.097 0.0744
H 1.52601 4.06542 2.89618 -0.234 0.079 -0.024 0.0793
C -0.38358 3.94219 0.65157 0.423 -0.053 -0.117 -0.0331
C 0.43143 4.11855 3.01092 -0.081 -0.333 -0.320 -0.0540
N -0.24628 3.34435 1.97687 -0.091 0.310 0.398 -0.1705
H -1.22626 3.46956 0.13432 0.219 0.105 0.064 0.0761
C -0.74623 2.12732 2.21909 -0.901 -1.234 -1.894 -0.3053
O -1.21815 1.37406 1.31658 0.104 2.169 3.242 -0.1958
H 0.16515 3.72551 3.99902 0.048 0.121 -0.163 0.0835
H -0.74093 1.81267 3.28184 0.204 0.163 -0.263 0.1356
H -0.54301 5.01679 0.78624 -0.156 -0.060 -0.046 0.0813
H 0.12025 5.16645 2.92450 0.060 -0.183 0.162 0.0816
O 1.21050 1.61624 -0.23336 1.557 0.960 0.553 -0.4780
C 2.57433 1.30190 -0.20571 -0.734 -0.024 0.165 -0.4219
C 2.61774 1.02278 2.31044 0.458 -0.515 0.056 -0.0762
C 2.85942 0.48028 1.04718 0.493 0.409 -0.802 -0.1718
H 2.20247 2.03012 2.35940 -0.128 -0.461 0.141 0.0943
C 3.03071 0.31467 3.44172 -0.167 0.200 -0.287 -0.1049
H 2.82648 0.70930 -1.10698 0.149 -0.153 0.293 0.0898
C 3.41379 -0.78970 0.90646 0.153 0.010 0.102 -0.0338
H 2.81778 0.73596 4.42210 0.232 -0.110 -0.001 0.0952
C 3.66327 -0.92336 3.30618 -0.234 -0.228 -0.081 -0.1188
C 3.81600 -1.49634 2.03649 0.000 -0.030 0.255 -0.0904
H 3.54345 -1.19807 -0.10683 -0.092 0.159 0.531 0.1153
H 3.98429 -1.47360 4.19386 -0.099 0.149 -0.239 0.0905
H 4.24527 -2.49856 1.93068 -0.101 0.374 0.093 0.0980
Si -1.24373 2.44759 -4.30365 0.237 0.379 0.955 0.1950
Cl 0.27547 2.42103 -2.79681 -0.417 0.630 -1.627 0.3655
C -2.61407 3.48273 -3.52215 -0.436 0.170 -0.227 -0.2972
C -1.31363 0.66924 -4.90949 -0.130 -0.198 -0.259 -0.2297
C -0.92882 3.54458 -5.81084 0.616 0.073 -0.021 -0.2339
H -2.31139 3.85760 -2.53613 -0.092 -0.367 -0.212 0.0005
H -3.57648 2.97237 -3.42394 0.208 0.006 0.165 -0.0014
H -2.76622 4.36188 -4.16693 -0.006 -0.165 0.054 0.0083
H -1.00328 4.60593 -5.54297 0.048 -0.227 0.014 0.0180
H -1.71223 3.34348 -6.55344 0.069 -0.060 0.094 0.0295
H 0.04442 3.39213 -6.28131 -0.028 -0.082 -0.120 0.0167
H -0.90678 -0.04521 -4.18374 -0.127 0.304 0.038 -0.0334
H -0.68366 0.59300 -5.80985 -0.057 0.118 0.189 0.0273
H -2.31263 0.33193 -5.21405 0.030 0.165 0.162 0.0233
N 0.40726 -4.31862 4.02059 0.084 -0.968 0.876 0.0960
C 0.38061 -3.32569 3.09545 -0.084 0.970 -0.794 -0.3309
C 0.38087 -1.96132 3.47196 -0.150 -0.781 -0.176 -0.0227
C 0.21540 -1.00302 2.48864 -0.078 -0.216 -0.392 -0.1310
N 0.16526 -1.26351 1.16593 1.350 -1.807 1.744 -0.0284
C 0.35783 -2.55895 0.81436 -0.459 0.609 0.393 -0.1526
C 0.37193 -3.61146 1.71139 0.066 0.174 0.548 -0.0213
H 0.40974 -4.12529 5.01324 -0.055 0.094 -0.470 0.0939
H 0.29888 -5.29054 3.75954 0.080 0.499 -0.043 0.0948
H 0.48677 -1.66834 4.51958 -0.099 -0.098 -0.304 0.1070
H 0.14208 0.03467 2.80774 -0.022 -0.412 -0.385 0.0771
H 0.48995 -2.75513 -0.24593 -0.220 0.156 -0.003 0.0652
H 0.38706 -4.64349 1.35160 0.134 0.293 0.112 0.1021


3.
85
Properties=species:S:1:pos:R:3:forces:R:3:lowdin_charge:R:1 method="wB97M-V/def2-TZVPD" total_charge=+1 lumo_ev=-5.6330 homo_energy_ev=-11.0 orbital_gap_ev=5.40 total_energy_ha=-2969.655840
C 5.14713 2.06796 1.40083 -0.115 -0.613 -0.114 -0.1002
C 4.28759 3.32219 1.20370 0.280 -0.346 -0.216 -0.2356
C 2.85536 3.04049 0.67897 0.033 0.625 0.422 -0.1616
C 1.73276 3.55014 1.62894 0.836 -0.573 0.085 -0.1990
N 0.63113 2.58245 1.82771 -0.212 0.447 -0.417 -0.1943
C 0.78648 1.77158 3.06250 0.464 0.225 -0.005 -0.1797
C 2.12474 1.07546 3.20358 -0.449 -0.870 -0.026 -0.1538
C 2.27131 -0.16640 2.31150 0.772 0.218 0.683 -0.1782
C 1.29728 -1.29898 2.65987 0.127 0.278 -0.592 -0.1135
C -0.01995 -1.29979 1.85904 0.793 -0.595 -0.409 -0.2465
C -0.07889 -0.62421 0.46944 1.501 0.630 -0.269 -0.0335
N -0.80183 -1.64129 -0.41694 -2.563 1.828 2.181 0.1734
C -1.72091 -0.95634 -1.31310 1.170 0.064 -0.860 -0.7280
F -2.69685 -0.38958 -0.67161 -1.359 0.309 1.023 0.1941
F -2.17100 -1.76233 -2.21758 -0.839 -1.399 -0.850 0.2322
F -1.06148 -0.01000 -1.93091 0.938 0.902 -0.422 0.2088
C -1.32042 -2.51051 0.45250 2.178 -0.275 -0.545 -0.2586
N -2.51442 -3.11251 0.34624 -0.349 -0.153 -0.215 0.2046
N -0.34465 -2.71352 1.46871 -0.999 -0.377 0.314 0.1106
C -0.61625 3.20167 1.94990 -0.964 0.161 -0.143 -1.0876
S -0.92025 4.64252 2.61113 0.139 0.115 -0.040 0.7880
S -2.01096 2.22644 1.32147 0.390 -0.415 0.541 0.8835
C -3.05528 2.09391 2.81911 -0.293 0.122 -0.067 -0.4783
C -4.36035 1.36563 2.52440 -0.274 0.332 -0.050 -0.3248
C -5.33406 2.18813 1.66598 -0.117 -0.757 0.384 -0.0990
H 6.21558 2.24948 1.29758 -0.005 0.210 -0.038 0.0740
H 4.88959 1.28095 0.67542 0.115 0.287 0.057 0.0571
H 5.02513 1.60677 2.38384 -0.118 0.109 0.059 0.0594
H 4.79061 3.96371 0.48111 0.027 0.010 -0.037 0.1011
H 4.28106 3.90010 2.13042 -0.219 0.013 0.014 0.1033
H 2.75601 3.61194 -0.24407 -0.151 -0.167 -0.132 0.1038
H 2.71464 1.99761 0.39549 0.052 -0.071 0.223 0.0834
H 2.13884 3.78511 2.61794 0.117 0.198 -0.098 0.1140
H 1.38428 4.47879 1.19469 -0.510 -0.016 0.221 0.0946
H 0.64011 2.44554 3.91932 -0.048 -0.078 -0.019 0.1281
H -0.01213 1.02694 3.07019 -0.108 0.099 0.117 0.0932
H 2.15995 0.69401 4.22940 0.015 0.160 0.075 0.1268
H 2.98389 1.73356 3.11158 -0.112 0.178 -0.197 0.0942
H 3.27334 -0.54615 2.52146 0.037 -0.070 -0.188 0.1219
H 2.28646 0.09076 1.25539 -0.107 -0.045 -0.046 0.0786
H 1.06648 -1.27172 3.72425 -0.104 0.034 0.021 0.1265
H 1.80955 -2.25173 2.51158 -0.106 -0.036 -0.211 0.1202
H -0.79209 -0.88126 2.50302 -0.392 -0.198 -0.244 0.1405
H 0.83753 -0.39144 -0.06756 0.294 -0.110 0.506 0.1273
H -0.62653 0.31636 0.60634 -0.359 -0.231 -0.705 0.0465
H -3.30262 -2.67278 0.80329 -0.060 -0.275 -0.104 0.1441
H -2.61665 -3.97140 -0.17591 -0.165 0.026 0.240 0.1446
H 0.46697 -2.94745 0.88476 0.236 -0.502 0.603 0.1439
H -2.51887 1.60126 3.62924 0.265 -0.034 -0.141 0.0781
H -3.29508 3.10541 3.14026 0.105 0.074 0.006 0.0568
H -4.85965 1.20484 3.48252 0.159 -0.026 0.113 0.1108
H -4.19734 0.36279 2.11619 0.102 0.048 -0.129 0.0862
H -5.11111 2.16819 0.60102 0.148 0.276 0.012 0.0538
H -6.32279 1.74481 1.79236 -0.089 0.116 -0.178 0.0791
H -5.38548 3.20124 2.06200 0.045 0.111 -0.280 0.0848
C 3.52805 0.17100 -3.64966 -0.013 0.164 -0.326 -0.0992
C 2.52038 -0.91025 -3.34344 -0.232 -0.121 -0.345 -0.1215
O 3.14673 -1.62084 -2.27042 0.056 0.245 0.179 0.0387
C 4.02069 -0.77261 -1.66571 0.174 0.014 -0.032 -0.5682
O 4.57684 -1.00257 -0.63912 -0.189 -0.005 0.055 0.1521
O 4.17008 0.36451 -2.38352 -0.146 -0.239 0.125 0.0649
H 3.06776 1.09349 -3.99528 0.096 0.087 0.180 0.1363
H 4.27532 -0.14783 -4.37735 -0.008 -0.061 0.043 0.1415
H 1.56558 -0.50852 -2.99178 0.048 0.063 0.047 0.1173
H 2.33848 -1.56972 -4.18861 0.117 -0.179 0.144 0.1237
C -5.85592 0.44870 -2.11562 0.043 -0.218 0.192 -0.1352
C -5.29176 0.95395 -3.42365 0.252 -0.105 -0.152 -0.1291
O -6.34216 1.77954 -3.91654 -0.037 -0.076 0.292 0.0677
C -7.09366 2.18086 -2.85450 -0.200 0.212 -0.044 -0.5503
O -7.94036 3.00510 -2.90095 0.067 -0.068 0.036 0.1892
O -6.73561 1.50076 -1.72468 0.155 -0.013 -0.277 0.0492
H -5.08816 0.28731 -1.35960 -0.126 0.158 0.088 0.1046
H -6.43594 -0.46924 -2.23574 -0.005 0.018 -0.051 0.1351
H -4.39696 1.56580 -3.28502 -0.019 0.019 0.043 0.1326
H -5.06791 0.15321 -4.12558 -0.139 0.089 -0.118 0.1329
C 1.56548 -5.47936 -2.37901 -0.188 -0.095 0.074 -0.1256
C 2.86756 -6.24814 -2.35584 0.062 -0.272 0.248 -0.1112
O 3.50938 -5.80482 -3.55204 -0.259 0.262 0.021 0.0785
C 2.99960 -4.59308 -3.87547 0.231 0.030 -0.142 -0.5570
O 3.43010 -3.87574 -4.71738 -0.096 0.049 0.075 0.1723
O 1.91650 -4.29929 -3.10262 0.011 -0.145 0.008 0.0339
H 1.20568 -5.23124 -1.38140 0.060 0.171 -0.043 0.1196
H 0.77641 -6.00465 -2.92162 0.047 -0.020 -0.019 0.1336
H 3.49435 -5.98510 -1.50167 -0.015 0.048 -0.023 0.1370
H 2.72324 -7.32566 -2.37018 0.104 0.014 -0.188 0.1370